Formula: C6H8ClNO2
Source: OMol25
Level of theory: ωB97M-V/def2-TZVPD

Atoms and positions in Å:
C  0.39228  0.90934  -0.37502
C  -0.73302  0.24196  0.08563
C  0.90406  -1.13966  0.01374
C  0.61076  2.35407  -0.72841
C  1.66321  -2.49523  0.07622
C  -3.58298  0.28035  0.77963
N  1.41983  -0.01631  -0.42407
O  -0.34687  -0.98572  0.28962
O  -3.96011  -0.88771  1.29421
Cl  -3.92603  0.34973  -0.94650
H  0.17285  2.76234  -1.59488
H  0.61767  3.13054  0.10631
H  1.64914  2.23316  -0.78923
H  1.10962  -3.35942  -0.19351
H  2.40162  -2.27151  -0.72618
H  2.18070  -2.53854  1.07702
H  -1.47278  0.79823  0.18328
H  -4.45384  -1.58942  0.88817

LUMO = 0.07 eV
Energy above the lowest of the compared OMol25 structures with the same formula, charge and spin = 5.208 eV
HOMO energy = -8.620 eV
Electronic energy = -898.68856 Eh
Orbital gap = 8.7 eV

---

Formula: C6H8ClNO3
Source: OMol25
Level of theory: ωB97M-V/def2-TZVPD

Atoms and positions in Å:
C  0.38057  -0.34549  -1.45730
C  -0.13577  0.92393  -1.83580
C  -0.26009  1.28274  -3.41146
C  -0.22961  -0.23657  0.86280
C  0.18230  -2.04595  2.79682
C  0.36993  -0.49424  2.19701
N  -0.55212  1.89098  -1.09049
O  0.22450  0.54550  -4.22452
O  -0.83464  2.38819  -3.51628
O  0.59883  -0.53058  -0.08626
Cl  -1.88406  0.09131  0.65069
H  1.17695  -0.69493  -1.99093
H  -0.78029  -2.33739  3.28024
H  0.94238  -2.14897  3.62338
H  0.36382  -2.66200  1.96936
H  1.47356  -0.35408  1.99185
H  0.10048  0.06255  3.05725
H  -0.92670  2.78710  -2.65224
H  -0.21004  1.87790  -0.16413

LUMO (alpha / beta) = -0.84 / -1.15 eV
Energy above the lowest of the compared OMol25 structures with the same formula, charge and spin = 2.531 eV
HOMO energy (alpha / beta) = -8.234 / -7.927 eV
Electronic energy = -973.96021 Eh
Orbital gap (alpha / beta) = 7.4 / 6.8 eV

---

Formula: C6H8ClNOS
Source: OMol25
Level of theory: ωB97M-V/def2-TZVPD

Atoms and positions in Å:
C  0.17035  1.62504  -1.01727
C  1.62097  1.70048  -0.68435
C  -0.74526  0.81763  -0.46253
C  2.52727  0.76660  -0.37680
C  0.59940  -1.16233  -0.37714
C  -1.21881  -0.94794  1.17996
N  -0.46946  -0.38932  0.03201
O  3.85439  0.10085  1.69709
S  4.11525  0.69905  0.40043
Cl  4.88747  -1.08801  -0.76610
H  -0.36476  2.47305  -1.29127
H  2.06959  2.69630  -0.67174
H  -1.77700  1.18467  -0.47439
H  0.84213  -0.95429  -1.47393
H  1.03899  -1.84713  0.32946
H  -1.88708  -0.11848  1.41353
H  -1.64679  -1.92720  0.80800
H  -0.40406  -1.22077  1.94541

LUMO (alpha / beta) = -0.63 / -1.02 eV
Energy above the lowest of the compared OMol25 structures with the same formula, charge and spin = 5.879 eV
HOMO energy (alpha / beta) = -7.885 / -7.302 eV
Electronic energy = -1221.57855 Eh
Orbital gap (alpha / beta) = 7.3 / 6.3 eV

---

Formula: C6H8CoLiO6
Source: OMol25
Level of theory: ωB97M-V/def2-TZVPD

Atoms and positions in Å:
Co  0.58437  -2.80997  0.49051
O  1.47838  -1.54339  1.73854
O  2.01261  -0.05560  0.16046
C  -0.20859  -2.77176  -2.30338
C  0.87053  -3.43482  -1.47366
O  0.59398  0.52485  1.89671
C  1.29378  -0.35751  1.43994
H  -0.04962  -2.82338  -3.38911
H  -1.20616  -3.17734  -2.08508
H  1.86302  -3.17775  -1.87965
H  0.74616  -4.52078  -1.62319
Li  -1.24565  0.38456  1.12349
O  -0.89283  -1.48493  0.05429
O  -0.30775  -1.31195  -2.11042
C  2.03677  1.16162  -0.34975
C  1.17202  1.44279  -1.52052
O  -0.58655  0.48935  -0.86583
C  -0.64810  -0.79072  -0.97387
H  2.88526  1.77718  -0.03423
H  1.47314  2.34197  -2.07340
H  1.31069  0.71095  -2.32285
H  1.21426  2.33342  -0.41877

LUMO (alpha / beta) = -8.33 / -12.24 eV
Spin multiplicity = 5
Energy above the lowest of the compared OMol25 structures with the same formula, charge and spin = 0.832 eV
HOMO energy (alpha / beta) = -17.752 / -17.787 eV
Total charge = +2
⟨S²⟩ = 6.0073
Electronic energy = -2074.35116 Eh
Orbital gap (alpha / beta) = 9.4 / 5.5 eV